{"formula": "C72H82N10O32S4", "method": "ωB97M-V/def2-TZVPD", "e_homo_ev": -9.389, "fmax_ev_per_a": 4.01, "species": ["O", "S", "O", "O", "C", "C", "C", "H", "H", "H", "H", "H", "H", "H", "H", "O", "S", "O", "O", "C", "C", "C", "H", "H", "H", "H", "H", "H", "H", "H", "O", "S", "O", "O", "C", "C", "C", "H", "H", "H", "H", "H", "H", "H", "H", "O", "S", "O", "O", "C", "C", "C", "H", "H", "H", "H", "H", "H", "H", "H", "C", "C", "C", "C", "C", "C", "N", "O", "O", "H", "H", "H", "H", "H", "C", "C", "C", "C", "C", "C", "N", "O", "O", "H", "H", "H", "H", "H", "C", "C", "C", "C", "C", "C", "N", "O", "O", "H", "H", "H", "H", "H", "C", "C", "C", "C", "C", "C", "N", "O", "O", "H", "H", "H", "H", "H", "C", "C", "C", "C", "C", "C", "N", "O", "O", "H", "H", "H", "H", "H", "C", "C", "C", "C", "C", "C", "N", "O", "O", "H", "H", "H", "H", "H", "C", "C", "C", "C", "C", "C", "N", "O", "O", "H", "H", "H", "H", "H", "C", "C", "C", "C", "C", "C", "N", "O", "O", "H", "H", "H", "H", "H", "C", "C", "C", "C", "C", "C", "N", "O", "O", "H", "H", "H", "H", "H", "C", "C", "C", "C", "C", "C", "N", "O", "O", "H", "H", "H", "H", "H"], "xyz": [[-2.701, -5.389, 4.924], [-2.662, -5.813, 3.566], [-3.816, -6.409, 3.006], [-2.356, -4.565, 2.591], [-2.872, -3.229, 2.845], [-4.383, -3.263, 2.766], [-1.261, -6.720, 3.271], [-2.419, -2.648, 2.039], [-2.388, -2.907, 3.780], [-4.790, -2.269, 2.983], [-4.809, -3.928, 3.509], [-4.746, -3.543, 1.765], [-1.192, -6.939, 2.224], [-1.494, -7.653, 3.769], [-0.361, -6.243, 3.638], [-2.254, 1.907, 0.804], [-3.669, 2.037, 1.093], [-4.596, 2.251, 0.023], [-4.003, 0.650, 1.793], [-5.412, 0.352, 1.892], [-5.843, 0.293, 3.285], [-3.842, 3.274, 2.268], [-5.532, -0.599, 1.379], [-5.977, 1.104, 1.324], [-5.890, 1.320, 3.690], [-5.085, -0.291, 3.828], [-6.808, -0.207, 3.403], [-3.498, 4.164, 1.766], [-3.249, 3.018, 3.145], [-4.864, 3.411, 2.592], [-2.426, 5.801, -4.487], [-2.284, 5.234, -3.188], [-1.021, 4.601, -2.934], [-2.320, 6.437, -2.137], [-1.795, 7.683, -2.542], [-0.306, 7.678, -2.576], [-3.614, 4.319, -2.722], [-2.161, 8.392, -1.794], [-2.283, 7.891, -3.511], [0.022, 7.742, -1.529], [0.017, 8.593, -3.082], [0.157, 6.811, -3.057], [-4.561, 4.832, -2.849], [-3.425, 3.972, -1.710], [-3.507, 3.455, -3.404], [2.560, 0.591, -1.598], [1.196, 0.123, -1.516], [0.717, -0.856, -2.463], [0.898, -0.350, -0.023], [1.597, -1.504, 0.414], [1.237, -1.800, 1.830], [0.069, 1.619, -1.618], [2.670, -1.244, 0.288], [1.407, -2.437, -0.134], [1.939, -2.588, 2.142], [0.216, -2.156, 1.985], [1.432, -0.965, 2.518], [0.153, 2.014, -2.629], [0.385, 2.417, -0.962], [-0.944, 1.339, -1.289], [-2.812, 3.783, 6.014], [-3.493, 2.574, 6.003], [-2.877, 1.421, 5.477], [-1.615, 1.586, 4.909], [-0.936, 2.790, 4.926], [-1.541, 3.881, 5.484], [-0.940, 0.398, 4.298], [-1.654, -0.490, 3.886], [0.261, 0.444, 4.295], [-3.291, 4.638, 6.468], [-4.469, 2.471, 6.482], [-3.284, 0.414, 5.380], [0.048, 2.807, 4.475], [-0.954, 4.784, 5.555], [9.258, -0.407, 3.385], [8.834, 0.346, 2.315], [7.576, 0.192, 1.744], [6.730, -0.619, 2.428], [7.024, -1.280, 3.598], [8.330, -1.180, 4.064], [5.338, -0.802, 1.830], [5.080, -0.162, 0.832], [4.560, -1.517, 2.403], [10.265, -0.364, 3.777], [9.555, 0.992, 1.812], [7.302, 0.673, 0.824], [6.224, -1.851, 4.062], [8.623, -1.722, 4.977], [-0.493, -7.074, -3.175], [-0.519, -7.876, -2.071], [0.189, -7.475, -0.969], [0.784, -6.247, -0.946], [0.794, -5.353, -1.952], [0.153, -5.809, -3.084], [1.433, -5.775, 0.376], [1.335, -6.500, 1.340], [1.823, -4.635, 0.358], [-0.920, -7.384, -4.149], [-1.035, -8.838, -2.022], [0.197, -8.073, -0.060], [1.188, -4.332, -1.844], [0.170, -5.183, -3.959], [3.717, -3.162, -3.033], [4.736, -3.380, -2.121], [5.521, -2.346, -1.690], [5.316, -1.108, -2.296], [4.333, -0.860, -3.220], [3.503, -1.910, -3.572], [6.228, 0.050, -1.979], [5.876, 1.158, -2.280], [7.252, -0.256, -1.424], [3.056, -3.961, -3.302], [4.863, -4.401, -1.750], [6.368, -2.492, -1.009], [4.192, 0.136, -3.645], [2.654, -1.730, -4.219], [-2.594, 2.502, -7.739], [-2.050, 3.476, -6.928], [-0.972, 3.223, -6.114], [-0.433, 1.924, -6.195], [-0.965, 0.904, -7.001], [-2.054, 1.215, -7.778], [0.781, 1.545, -5.430], [1.194, 0.413, -5.548], [1.310, 2.428, -4.782], [-3.437, 2.747, -8.341], [-2.530, 4.439, -6.894], [-0.612, 3.966, -5.414], [-0.562, -0.084, -6.962], [-2.529, 0.459, -8.404], [-1.958, -3.187, -5.218], [-3.203, -2.949, -5.739], [-3.796, -1.699, -5.582], [-3.073, -0.790, -4.864], [-1.840, -1.001, -4.320], [-1.268, -2.219, -4.538], [-3.794, 0.510, -4.526], [-3.126, 1.327, -3.951], [-4.959, 0.568, -4.841], [-1.483, -4.158, -5.311], [-3.759, -3.747, -6.270], [-4.759, -1.396, -5.968], [-1.370, -0.237, -3.754], [-0.292, -2.380, -4.060], [2.855, 2.204, 1.551], [4.036, 2.843, 1.905], [3.967, 4.038, 2.626], [2.716, 4.544, 2.885], [1.527, 3.925, 2.520], [1.651, 2.721, 1.926], [2.573, 5.884, 3.637], [3.629, 6.439, 3.829], [1.457, 6.228, 3.934], [2.862, 1.225, 1.032], [4.991, 2.360, 1.663], [4.813, 4.667, 2.926], [0.536, 4.374, 2.673], [0.720, 2.196, 1.729], [1.860, -5.533, 5.110], [1.857, -4.237, 4.681], [0.978, -3.342, 5.209], [0.075, -3.790, 6.129], [-0.004, -5.061, 6.605], [0.931, -5.951, 6.074], [-0.864, -2.723, 6.715], [-1.606, -3.147, 7.559], [-0.778, -1.590, 6.326], [2.559, -6.248, 4.702], [2.556, -3.890, 3.911], [0.936, -2.304, 4.905], [-0.761, -5.229, 7.366], [0.930, -6.965, 6.412], [3.817, 4.587, -2.536], [2.816, 4.061, -1.678], [2.155, 4.945, -0.825], [2.510, 6.273, -0.802], [3.478, 6.777, -1.646], [4.133, 5.932, -2.532], [1.937, 7.185, 0.181], [2.528, 8.209, 0.353], [0.936, 6.857, 0.754], [4.364, 3.947, -3.243], [2.566, 3.012, -1.708], [1.384, 4.646, -0.093], [3.736, 7.824, -1.603], [4.899, 6.346, -3.166], [-2.380, -2.491, -0.968], [-3.024, -3.471, -1.725], [-4.224, -3.167, -2.288], [-4.792, -1.916, -2.097], [-4.198, -0.928, -1.367], [-2.956, -1.201, -0.777], [-6.200, -1.737, -2.582], [-6.559, -2.493, -3.456], [-6.814, -0.796, -2.128], [-1.421, -2.742, -0.516], [-2.626, -4.472, -1.891], [-4.801, -3.936, -2.820], [-4.745, -0.014, -1.184], [-2.492, -0.468, -0.125]], "lowdin_charge": [-0.2585, 0.5384, -0.2573, -0.2803, -0.2291, -0.0454, -0.1287, 0.1007, 0.1052, 0.0536, 0.0749, 0.0960, 0.0614, 0.0877, 0.0587, -0.2856, 0.5557, -0.2753, -0.2427, -0.2911, -0.0718, -0.1055, 0.1180, 0.1203, 0.0857, 0.0724, 0.0989, 0.0859, 0.0554, 0.0829, -0.2698, 0.5480, -0.2737, -0.2524, -0.2831, -0.0617, -0.1188, 0.1301, 0.1163, 0.0697, 0.0912, 0.0788, 0.0975, 0.0698, 0.0645, -0.2847, 0.6243, -0.2967, -0.2545, -0.2871, -0.0657, -0.0623, 0.1107, 0.0937, 0.0593, 0.0802, 0.0729, 0.0436, 0.0435, 0.0517, -0.0770, -0.0658, 0.0021, -0.1389, -0.0121, -0.0632, -0.3353, 0.0640, 0.0868, 0.1091, 0.1121, 0.1164, 0.1048, 0.1136, -0.0766, -0.0579, -0.0073, -0.1369, -0.0059, -0.0675, -0.3116, 0.0532, 0.0859, 0.1092, 0.1160, 0.1037, 0.1196, 0.1166, -0.0562, -0.0777, -0.0211, -0.1329, -0.0227, -0.0570, -0.3105, 0.0734, 0.0696, 0.1215, 0.1211, 0.1239, 0.1195, 0.0887, -0.0785, -0.0778, -0.0146, -0.1375, -0.0211, -0.0647, -0.3535, 0.0929, 0.0582, 0.0874, 0.1135, 0.1259, 0.1286, 0.1009, -0.0623, -0.0702, 0.0131, -0.1139, -0.0170, -0.0690, -0.3407, 0.0678, 0.0729, 0.1006, 0.1050, 0.1022, 0.1095, 0.1130, -0.0868, -0.0603, -0.0078, -0.1521, -0.0288, -0.0693, -0.3230, 0.0730, 0.0890, 0.0966, 0.1233, 0.1237, 0.0957, 0.1052, -0.0606, -0.0353, 0.0021, -0.1238, -0.0546, -0.1091, -0.3436, 0.0755, 0.0726, 0.1000, 0.1044, 0.1255, 0.1295, 0.1129, -0.0794, -0.0779, -0.0084, -0.1364, -0.0130, -0.0593, -0.3313, 0.0885, 0.0709, 0.1102, 0.1114, 0.1134, 0.1273, 0.1021, -0.0448, -0.0220, -0.0023, -0.1741, -0.0076, -0.0666, -0.3814, 0.0934, 0.0741, 0.1154, 0.0738, 0.1134, 0.1180, 0.1050, -0.0421, -0.0699, -0.0274, -0.1499, -0.0123, -0.0218, -0.3442, 0.0745, 0.0851, 0.1034, 0.1112, 0.1316, 0.1053, 0.0873]}